Molecular formula: C25H56BrNbO20P
Method: DFT, ωB97M-V with the def2-TZVPD basis set

Geometry as XYZ:
```
104
Properties=species:S:1:pos:R:3:forces:R:3
Nb -5.78179 -0.08734 2.11289 0.2 0.7 -2.7
Br -6.38063 -3.73684 3.54825 -0.4 0.3 -0.1
P -7.47666 -1.93391 2.59633 -1.1 -0.2 2.3
O 3.90922 -3.33897 1.62955 1.0 0.0 -1.3
O 5.78285 2.66536 4.24086 -0.7 0.0 0.8
O -2.14861 3.85187 -2.08585 -1.0 -1.0 0.4
O -11.14201 -2.62667 0.51515 -0.4 -0.4 -1.2
O -10.81696 -2.87959 -1.64238 -0.6 -0.1 0.7
O 8.65176 2.88947 -7.42769 -0.9 -0.1 0.3
O -12.81974 -3.56101 -0.74621 1.4 0.6 0.0
O 6.90615 0.50185 -0.05642 0.5 0.9 -0.8
O 7.01805 2.74009 -5.96712 0.5 0.1 -1.0
O 0.46216 -1.52300 1.80622 -2.2 1.4 0.4
O -3.94377 3.30545 -0.76010 0.8 -0.3 -0.9
O -8.49858 -1.35451 3.89305 2.2 0.0 0.4
O 3.38345 -3.30539 -0.60679 1.3 0.0 1.2
O 8.07401 1.45863 -1.65180 -0.7 0.0 0.8
O 6.75134 2.77942 -0.31581 0.7 -1.5 -0.5
O 6.49229 2.77368 -8.20346 1.2 0.0 1.3
O -3.14368 1.78139 -2.12453 0.0 1.0 0.4
O 5.54292 -3.18960 0.16898 -0.7 0.0 0.2
O 4.46018 3.98615 5.57685 0.7 -1.6 -0.5
O 4.61498 1.70859 5.83624 0.4 0.8 -0.6
C 5.99333 -3.11978 -1.18248 0.2 0.0 -0.4
C -3.90580 4.62346 -0.21631 0.0 0.4 0.2
C 9.10216 2.95929 -8.77915 0.2 0.0 -0.5
C -2.20349 1.38082 -3.11941 0.2 -0.2 -0.3
C 5.98871 0.59316 1.03178 -0.4 0.0 0.5
C 3.69755 1.79989 6.92443 -0.4 0.0 0.4
C -3.54038 -1.46416 0.08368 -0.8 -0.6 -0.3
C -5.14492 -0.99258 0.10402 1.7 -0.2 -0.8
C -0.07173 -0.45083 0.95251 0.3 1.1 -1.0
C 6.18234 3.83554 3.52996 0.2 0.5 -0.3
C -11.27884 -3.30540 -2.92282 -0.1 -0.1 -0.4
C -2.99276 3.06016 -1.69647 0.0 0.2 0.1
C 7.30467 2.79854 -7.29219 -0.4 0.0 -0.3
C 8.47351 2.62881 -2.36270 0.2 0.4 -0.3
C -0.33211 -1.73455 3.01839 -0.4 0.6 1.5
C -11.97042 -2.76721 1.66766 -0.2 0.0 0.5
C 4.90718 2.89752 5.25114 -0.2 0.4 0.1
C 2.51738 -3.43755 1.92514 -0.6 0.0 0.0
C 4.19584 -3.28053 0.30448 -0.7 0.0 0.1
C 5.62622 2.64151 -5.67152 -0.6 0.0 0.2
C -1.96618 -3.30936 1.41733 -1.2 -1.1 -0.3
C -11.70624 -3.07219 -0.63573 -0.2 0.0 0.3
C 7.19834 1.69078 -0.64151 -0.2 0.2 0.2
C -3.45870 -2.93952 0.79360 0.5 -0.1 -0.6
C -1.65839 -2.66183 2.87533 -0.5 -0.2 0.9
H -4.32700 -3.00944 1.57486 1.9 0.0 -1.3
H -2.95256 4.80457 0.29065 -0.1 0.0 -0.2
H -4.07719 5.36912 -0.99938 0.2 -0.1 0.1
H 6.40227 1.21227 1.83444 -0.2 0.0 -0.2
H 2.09689 -4.35526 1.50139 0.1 0.2 0.0
H -1.18224 1.43229 -2.72850 -0.2 0.1 -0.1
H -3.65678 -3.76028 -0.04373 0.3 1.7 1.7
H 0.86265 0.22976 0.65459 -2.0 -1.5 0.6
H -0.86149 0.24803 1.47227 1.5 -1.5 -0.7
H -6.04329 0.69900 3.75663 0.2 0.0 0.3
H 0.34701 -2.20217 3.88132 -1.1 1.0 -2.2
H 7.08454 -3.04983 -1.17187 -0.2 0.0 0.3
H 5.82763 -0.41498 1.42352 0.2 0.1 -0.3
H -5.80096 -1.93200 -0.14948 1.1 1.7 0.2
H -12.17049 -2.74314 -3.21822 0.1 -0.2 0.1
H 2.40476 -3.47757 3.01199 0.3 0.0 -0.2
H 6.69520 4.53605 4.19692 -0.2 -0.1 -0.1
H 1.98100 -2.55768 1.55557 0.3 -0.6 0.1
H -5.24497 -0.16299 -0.73374 -0.1 -1.6 1.6
H 10.19338 3.02924 -8.76854 -0.2 0.0 0.3
H 3.53646 0.79176 7.31618 0.2 0.1 -0.3
H -12.88974 -2.18344 1.55577 0.1 -0.2 -0.1
H 5.02587 0.98873 0.69285 0.2 0.1 0.1
H -1.55053 -3.56192 3.65210 -0.2 1.9 -1.7
H 8.98637 3.32931 -1.69573 -0.3 -0.1 -0.1
H 5.51359 2.60149 -4.58468 0.3 0.0 -0.2
H 5.08984 3.52139 -6.04110 0.1 -0.2 -0.1
H 9.17290 2.32569 -3.14659 -0.2 -0.2 0.2
H 2.73470 2.19547 6.58551 0.2 0.1 0.1
H -2.41709 0.34248 -3.38771 -0.2 0.2 0.3
H -2.30686 1.99685 -4.01853 0.1 0.0 0.2
H -4.45349 1.16642 1.85509 0.2 -0.4 0.7
H -12.19983 -3.82174 1.85179 -0.1 0.2 -0.1
H 7.60996 3.10578 -2.83732 0.2 0.0 0.2
H 5.59592 -2.22722 -1.67627 0.0 -0.2 0.0
H -11.48057 -4.38145 -2.92219 -0.1 0.2 0.0
H -0.58344 -0.84498 -0.04709 1.2 0.6 2.2
H 5.71181 -4.02480 -1.73044 -0.1 0.2 0.1
H -7.92876 -0.96027 4.64264 -1.1 -0.8 -1.9
H -10.48848 -3.10428 -3.65127 0.0 0.1 0.4
H -4.70888 4.70813 0.52085 0.1 -0.4 -0.2
H -1.19515 -3.09311 0.56931 -1.1 -0.2 1.8
H -7.03253 0.98974 1.33986 -0.7 0.4 0.0
H 5.20572 1.72381 -6.09528 0.1 0.3 -0.1
H 8.82064 2.05427 -9.32711 -0.1 0.2 0.1
H -0.65257 -0.66678 3.43985 0.6 -2.2 -0.9
H 4.11111 2.41900 7.72710 -0.1 0.0 -0.2
H 8.70475 3.85185 -9.27294 -0.1 -0.3 0.0
H -4.52321 -1.12174 2.90251 0.2 0.0 0.4
H -2.57668 -2.02287 3.29208 1.8 -1.4 -1.3
H -1.97764 -4.49502 1.55552 0.2 2.5 -0.3
H 6.88173 3.53242 2.74607 -0.2 -0.2 0.2
H -2.85523 -0.68149 0.62128 -1.4 -1.5 -1.0
H -3.21236 -1.56042 -1.05263 -0.3 0.2 2.3
H -11.41962 -2.37963 2.52902 0.2 0.0 -0.4
H 5.31880 4.31252 3.05534 0.2 0.0 0.2
```
Positions in Å, forces in eV/Å.

Properties
Highest occupied orbital energy = -4.8 eV
E_tot = -5463.03136 hartree
Multiplicity = 1
HOMO-LUMO gap = 6.4 eV
Molecular weight = 880.49 g/mol
Net charge = -1

These are the Löwdin partial charges, in e, on atoms 1 to 4: atom 1 (Nb): 0.865, atom 2 (Br): 0.007, atom 3 (P): 0.205, atom 4 (O): -0.013